(1)
157
Properties=species:S:1:pos:R:3:mulliken_charge:R:1 method="wB97M-V/def2-TZVPD" lumo_energy_ev=-4.04 e_tot_ev=-189472.939 total_charge=+1 multiplicity=1
C -3.70458 -5.31933 -6.50405 -0.980
C -2.12360 -5.41077 -6.73640 0.345
N -1.56633 -4.43380 -7.44568 -0.700
C -1.16001 -6.57421 -6.21596 -0.633
C -1.06221 -6.73176 -4.62983 0.825
C -1.83520 -5.69833 -3.75246 -0.591
C -1.74164 -5.79061 -2.17048 0.111
C -2.51211 -4.69680 -1.30285 -0.804
C -1.69272 -3.28904 -1.50042 -0.179
C -1.94221 -2.23331 -0.31184 -0.321
C -0.51523 -1.52718 0.06106 -0.059
S -0.36341 0.18823 -0.68313 -0.005
C 0.42649 -0.15906 -2.33460 0.534
N 1.23825 -1.30435 -2.71634 0.102
N 1.50286 -1.04668 -4.04857 -0.651
C 0.92236 0.18878 -4.46503 -0.044
O 0.22044 0.78076 -3.36843 -0.151
C -0.85743 -6.94343 -1.61278 0.202
C -0.75491 -7.06402 -0.02241 -0.980
Cl -1.69653 -8.42035 0.80414 -0.145
C 0.03313 -6.23205 0.81259 -0.016
C 0.89293 -5.01709 0.19701 0.565
Cl 0.09549 -6.52316 2.62210 -0.161
C -0.11383 -7.94334 -2.58202 0.787
C 0.77755 -9.04303 -1.84882 -1.294
C 2.14564 -8.28526 -1.37299 0.680
C 3.48385 -9.11362 -1.69351 -1.107
O 2.21755 -7.05278 -2.17776 -0.547
N -0.25513 -7.81599 -4.03717 0.219
C 0.41638 -8.77281 -4.96158 -0.709
C 1.85146 -8.22897 -5.51535 0.585
O 2.58809 -9.12494 -6.01977 -0.522
Br 2.46825 -6.35921 -5.39277 -0.098
H -4.24170 -5.75743 -7.43039 0.361
H -3.99670 -5.85199 -5.53258 0.286
H -3.98042 -4.19793 -6.43118 0.301
H -0.55111 -4.60659 -7.53801 0.262
H -0.10017 -6.47078 -6.65067 0.261
H -1.57407 -7.56750 -6.65626 0.313
H -2.45338 -4.83259 -4.15451 0.412
H -2.62799 -4.97312 -0.20137 0.445
H -3.55345 -4.49412 -1.76921 0.433
H -1.94218 -2.86374 -2.54524 0.331
H -0.58023 -3.61135 -1.55808 0.104
H -2.58427 -1.37825 -0.75834 0.044
H -2.45284 -2.70501 0.59840 0.419
H 0.38157 -2.11690 -0.37605 -0.678
H -0.34112 -1.48711 1.19950 0.449
H 0.93375 0.71039 -5.47703 0.348
H 0.22768 -4.07746 0.33025 -0.368
H 1.14171 -5.22631 -0.90315 0.244
H 1.81281 -4.89121 0.87575 -0.113
H 0.27274 -9.37616 -0.85907 0.278
H 0.97129 -9.99890 -2.43576 0.480
H 2.07375 -7.91656 -0.27572 0.201
H 3.80045 -8.82681 -2.76937 0.282
H 4.29780 -8.76765 -0.96140 0.330
H 3.30363 -10.24466 -1.67472 0.342
H 3.02111 -6.53866 -1.93013 0.321
H 0.67208 -9.78622 -4.46499 0.292
H -0.23915 -9.06816 -5.87000 0.420
C 1.39751 6.09334 3.28467 -0.865
O 0.98464 5.80480 1.95692 -0.257
C 1.84207 6.37552 0.96547 -0.899
C 2.59095 5.27604 0.21121 -0.084
N 3.59037 4.63573 1.06675 -0.322
C 4.15834 3.41370 0.49150 -1.037
C 3.20585 2.22771 0.27425 0.091
O 2.70754 1.65862 1.48185 -0.269
C 1.55356 2.29759 2.00611 -0.674
H 0.62180 5.73499 3.96360 0.081
H 2.32792 5.56970 3.52425 0.407
H 1.52232 7.16858 3.43252 0.493
H 2.53345 7.11142 1.39123 0.414
H 1.19491 6.90170 0.25695 0.413
H 3.09072 5.71182 -0.65977 0.409
H 1.84957 4.55158 -0.14220 0.074
H 3.16257 4.39698 1.95543 0.074
H 4.94894 3.08627 1.17537 0.390
H 4.64816 3.66146 -0.45687 0.462
H 3.78462 1.43352 -0.20949 0.114
H 2.38740 2.46350 -0.41523 0.177
H 0.91564 2.71909 1.22368 0.245
H 1.83942 3.07114 2.72345 0.209
H 0.97296 1.55199 2.55535 0.336
C 7.63226 -3.51641 3.60848 -0.715
O 6.44459 -2.83769 3.99014 -0.336
C 6.45471 -1.45078 3.64248 -0.898
C 5.41852 -1.16563 2.55453 0.100
N 5.82478 -1.74746 1.27465 -0.332
C 4.76683 -1.73380 0.26156 -0.683
C 3.51109 -2.57430 0.53937 0.132
O 3.74578 -3.98237 0.55071 -0.341
C 4.18526 -4.49926 1.79900 -0.728
H 7.59275 -4.52456 4.02573 0.236
H 7.69861 -3.60074 2.51950 0.307
H 8.51763 -3.01051 4.00004 0.347
H 7.45184 -1.10674 3.34559 0.413
H 6.17011 -0.89973 4.54400 0.375
H 5.30642 -0.08318 2.43730 0.246
H 4.46126 -1.57762 2.89084 0.143
H 6.10747 -2.71071 1.42308 0.167
H 5.21881 -2.10503 -0.66469 0.430
H 4.47063 -0.69632 0.07118 -0.112
H 2.81595 -2.39786 -0.28919 0.012
H 2.98277 -2.25797 1.44576 0.330
H 3.78088 -3.94218 2.64907 0.328
H 5.27684 -4.51861 1.84039 0.251
H 3.84465 -5.53566 1.87599 0.295
C -5.37387 5.22291 0.16481 -0.738
O -5.79103 4.93955 -1.16291 -0.344
C -4.93634 5.51421 -2.15403 -0.775
C -4.18886 4.41808 -2.91496 -0.252
N -3.18770 3.77502 -2.06361 -0.165
C -2.61819 2.55552 -2.64302 -0.399
C -3.56761 1.36702 -2.86368 -0.684
O -4.06457 0.79168 -1.65776 -0.331
C -5.22182 1.42448 -1.13178 -0.673
H -6.14774 4.86204 0.84507 0.296
H -4.44249 4.69872 0.39959 0.250
H -5.24810 6.29742 0.31681 0.381
H -4.24387 6.24828 -1.72680 0.373
H -5.58523 6.04338 -2.85860 0.412
H -3.69113 4.85782 -3.78513 0.360
H -4.93038 3.69477 -3.26994 0.205
H -3.61455 3.53275 -1.17535 0.022
H -1.82715 2.22791 -1.96013 0.054
H -2.12904 2.80730 -3.59076 0.364
H -2.98578 0.57617 -3.34989 0.382
H -4.38643 1.60214 -3.55238 0.398
H -5.86058 1.84564 -1.91332 0.317
H -4.93980 2.19734 -0.41230 0.219
H -5.79935 0.67486 -0.58549 0.300
C -0.60907 7.49285 6.27620 -0.643
O -0.86727 8.29781 5.13522 -0.326
C -1.55802 7.59706 4.09775 -0.713
C -2.97204 8.15443 3.92709 -0.166
N -3.81735 7.80583 5.06900 -0.346
C -5.09805 8.51890 5.09239 -0.696
C -5.05476 10.04567 5.26234 -0.474
O -4.57545 10.47155 6.53380 -0.427
C -3.16361 10.57104 6.63189 -0.528
H 0.02918 8.06370 6.95343 0.231
H -1.53834 7.25604 6.80269 0.333
H -0.08989 6.57228 5.99927 0.267
H -1.57256 6.51459 4.26847 0.388
H -1.00088 7.77802 3.17333 0.271
H -3.41446 7.74284 3.01408 0.356
H -2.88986 9.24022 3.81226 0.196
H -3.32063 8.02147 5.92720 0.103
H -5.66797 8.10586 5.93158 0.378
H -5.65800 8.27327 4.18289 0.376
H -6.08682 10.40599 5.20025 0.362
H -4.51401 10.54639 4.45160 0.331
H -2.69601 10.84641 5.68202 0.271
H -2.74070 9.63569 7.00818 0.167
H -2.92878 11.34572 7.36559 0.310


(2)
150
Properties=species:S:1:pos:R:3:mulliken_spin:R:1 method="wB97M-V/def2-TZVPD" lumo_energy_ev="-2.37 / -2.37" s_squared=3.7623 e_tot_ev=-164086.098 total_charge=+1 multiplicity=4
C 1.92456 -2.78346 1.55403 0.000
C 2.56149 -2.06086 0.35888 -0.001
C 2.96963 -0.61668 0.62291 -0.001
C 1.92679 0.28042 1.29536 -0.001
N 0.53774 0.08740 0.84750 0.000
C -0.37272 -0.34034 1.88203 0.000
C -0.94618 0.87821 2.62835 0.000
C -1.00765 2.17022 1.79549 0.000
C 0.15261 3.09542 2.00941 0.000
O 0.77081 3.67738 1.12108 0.000
Cl 0.61058 3.37836 3.73318 0.000
N -2.20715 0.49056 3.24720 0.000
C -2.61440 1.41615 4.31205 0.000
C -2.59736 0.74350 5.67702 0.000
C -2.67885 1.74449 6.80271 0.000
Cl -1.09137 -0.22224 5.86333 0.000
C -3.23114 0.31166 2.22131 0.000
C -4.51894 -0.29311 2.80167 0.000
C -5.75787 0.59972 2.60223 0.000
C -6.56266 0.18653 1.35855 0.000
Br -8.02324 -0.97677 1.88368 0.000
C -2.71136 -0.51243 1.04070 0.000
F -2.49859 0.22969 -0.07045 0.000
N -1.46094 -1.23182 1.35628 0.000
C -1.76302 -2.37102 2.28462 0.000
C -2.55576 -3.49836 1.59161 0.000
C -1.90407 -4.86388 1.81444 0.000
H 0.89722 -3.03219 1.31048 0.000
H 1.97522 -2.22065 2.47485 0.000
H 2.40513 -3.73943 1.69157 0.000
H 1.90878 -2.07231 -0.50696 0.000
H 3.45154 -2.60380 0.07080 0.000
H 3.30318 -0.13113 -0.28282 0.008
H 3.83240 -0.63019 1.27828 -0.001
H 2.20016 1.29642 1.03877 0.001
H 1.97368 0.24658 2.37778 0.000
H 0.48972 -0.46699 0.00601 0.000
H 0.16553 -0.91289 2.62429 0.000
H -0.24288 1.04964 3.42906 0.000
H -1.88193 2.73879 2.10122 0.000
H -1.08739 2.02194 0.73201 0.000
H -1.92992 2.25496 4.35386 0.000
H -3.60554 1.81663 4.13114 0.000
H -3.41135 0.03791 5.76443 0.000
H -2.99434 1.23092 7.70129 0.000
H -3.42311 2.50559 6.61029 0.000
H -1.71711 2.17963 7.01953 0.000
H -3.51957 1.26819 1.78161 0.000
H -4.73038 -1.27053 2.38175 0.000
H -4.41194 -0.44109 3.86631 0.000
H -6.37652 0.48262 3.47869 0.000
H -5.48192 1.64644 2.56033 0.000
H -5.92248 -0.36707 0.69197 0.000
H -6.97718 1.05079 0.87324 0.000
H -3.47982 -1.22737 0.78724 0.000
H -1.14895 -1.64559 0.47545 0.000
H -0.83908 -2.79049 2.64893 0.000
H -2.28362 -1.98169 3.14266 0.000
H -2.66196 -3.28545 0.53444 0.000
H -3.52184 -3.52411 2.07229 0.000
H -2.66923 -5.61891 1.90819 0.000
H -1.31470 -4.88124 2.71964 0.000
H -1.29853 -5.15946 0.97089 0.000
C -10.91877 0.16314 4.78552 0.023
C -11.38145 -1.28929 5.09366 0.010
C -12.08456 -1.90165 3.87883 0.027
C -13.48657 -1.35087 3.63601 -0.020
C -14.33419 -1.48023 4.90020 0.023
C -13.67632 -0.83558 6.11881 0.017
N -12.26887 -1.31369 6.29334 0.365
O -12.26750 -2.49323 6.81658 0.564
C -13.73501 0.69740 5.96963 0.021
C -14.48568 -1.15094 7.37112 -0.009
C -10.10949 -2.08619 5.35502 -0.006
H -11.17420 0.47137 3.77064 0.001
H -11.33707 0.89278 5.47267 -0.016
H -9.83845 0.26163 4.89362 -0.003
H -12.15859 -2.98505 4.01627 0.002
H -11.46392 -1.74639 2.99315 0.005
H -13.43699 -0.30911 3.30664 0.001
H -13.95839 -1.90433 2.82216 0.002
H -15.31326 -1.02573 4.73874 0.000
H -14.51342 -2.54134 5.09868 0.006
H -13.17013 1.18834 6.76326 -0.010
H -14.76763 1.03549 6.04470 0.001
H -13.36533 1.05555 5.01036 0.001
H -14.62060 -2.22049 7.51729 0.001
H -15.47647 -0.70736 7.28562 0.000
H -14.00494 -0.74146 8.26049 -0.002
H -9.59465 -1.72774 6.24800 -0.005
H -9.43968 -1.96747 4.50394 0.001
H -10.29959 -3.15094 5.47807 0.001
C 8.85461 1.33851 -3.05731 0.022
C 7.33375 1.28222 -2.74994 0.001
C 6.58037 2.35266 -3.54210 0.021
C 6.77880 3.76823 -3.01000 -0.022
C 6.44129 3.83041 -1.52237 0.021
C 7.21742 2.80335 -0.69955 0.031
N 7.08856 1.42864 -1.28034 0.394
O 5.94085 0.93057 -0.96574 0.527
C 8.69216 3.24140 -0.61168 0.009
C 6.71079 2.80440 0.73829 -0.003
C 6.87127 -0.07909 -3.24999 0.014
H 9.10160 2.11854 -3.77823 -0.001
H 9.46414 1.49643 -2.17184 -0.017
H 9.20455 0.39503 -3.47292 0.001
H 5.50908 2.12393 -3.52546 0.007
H 6.88922 2.29911 -4.58764 0.009
H 7.80425 4.10286 -3.18819 -0.001
H 6.13471 4.45741 -3.55966 0.001
H 6.64972 4.82996 -1.13597 0.000
H 5.36604 3.66619 -1.39538 0.006
H 9.29970 2.47304 -0.13224 -0.007
H 8.77247 4.14639 -0.01030 0.000
H 9.13324 3.47594 -1.57800 0.000
H 5.63793 2.62801 0.79845 0.003
H 6.90550 3.77455 1.19269 0.000
H 7.21840 2.04258 1.33192 0.000
H 7.33791 -0.88839 -2.68582 -0.001
H 7.15499 -0.19025 -4.29649 -0.017
H 5.78986 -0.20507 -3.19262 0.004
C 6.97089 -1.30174 -9.38817 0.013
C 7.39706 -0.23320 -8.34241 0.010
C 7.78179 1.07804 -9.03320 0.024
C 9.12821 1.02789 -9.74661 -0.018
C 10.21879 0.55879 -8.78758 0.017
C 9.88334 -0.77276 -8.11895 0.030
N 8.52003 -0.74557 -7.49798 0.408
O 8.56229 -0.09778 -6.38339 0.521
C 10.00394 -1.90258 -9.16003 0.011
C 10.92564 -1.09145 -7.05329 -0.007
C 6.16303 0.02923 -7.48626 -0.022
H 7.02116 -0.92243 -10.40931 0.000
H 7.57182 -2.20478 -9.33642 -0.012
H 5.94846 -1.63492 -9.21459 0.001
H 7.81578 1.87947 -8.28769 0.004
H 6.99544 1.34993 -9.73951 0.002
H 9.07353 0.37484 -10.62191 -0.001
H 9.37678 2.02124 -10.12430 0.001
H 11.16594 0.46255 -9.32127 0.000
H 10.37051 1.32585 -8.02145 0.006
H 9.65825 -2.85157 -8.74806 -0.009
H 11.04717 -2.02964 -9.44608 0.000
H 9.45663 -1.70613 -10.07989 0.000
H 11.02192 -0.29481 -6.31797 0.001
H 11.89957 -1.21856 -7.52310 0.000
H 10.67800 -2.01510 -6.52817 0.000
H 5.87714 -0.86191 -6.92477 -0.002
H 5.33288 0.30357 -8.13639 0.000
H 6.31041 0.84607 -6.78058 0.009